{"formula": "C19H42InNO4", "method": "wB97M-V/def2-TZVPD", "symbols": ["C", "O", "C", "C", "C", "C", "C", "C", "C", "C", "C", "In", "O", "O", "H", "H", "H", "H", "H", "H", "H", "H", "H", "H", "H", "H", "H", "H", "H", "H", "H", "H", "H", "H", "H", "H", "H", "H", "C", "C", "C", "C", "C", "C", "N", "O", "C", "C", "C", "H", "H", "H", "H", "H", "H", "H", "H", "H", "H", "H", "H", "H", "H", "H", "H", "H", "H"], "positions_angstrom": [[-4.29287, 3.37781, -3.81383], [-3.43433, 3.14984, -4.90570], [-2.49924, 2.11162, -4.65909], [-1.56945, 2.01582, -5.88489], [-0.18310, 2.65190, -5.69478], [0.54205, 2.18637, -4.41683], [1.99732, 2.68634, -4.39052], [3.03961, 1.70827, -4.96146], [2.99276, 0.27817, -4.38142], [3.64325, 0.21471, -2.96428], [2.58537, -0.10916, -1.85831], [1.92662, 1.67779, -0.66164], [3.16022, 3.32387, -0.80874], [1.98631, 1.07438, 1.35529], [-3.81015, 3.19987, -2.84282], [-5.22004, 2.78883, -3.86224], [-4.55825, 4.44054, -3.82584], [-1.96420, 2.21483, -3.70845], [-3.05520, 1.15653, -4.60852], [-1.42687, 0.95867, -6.13199], [-2.10877, 2.50222, -6.70246], [0.45540, 2.30661, -6.52324], [-0.19602, 3.74393, -5.76540], [0.43048, 1.10440, -4.29864], [0.04767, 2.63586, -3.54976], [2.02492, 3.58317, -5.02614], [2.28934, 3.04200, -3.39697], [4.05389, 2.08143, -4.77741], [2.94303, 1.64853, -6.05464], [2.00744, -0.18725, -4.41566], [3.64345, -0.32778, -5.02778], [4.20635, 1.12760, -2.75199], [4.33058, -0.64098, -2.96445], [2.99018, -0.87684, -1.18514], [1.71581, -0.56635, -2.34306], [0.24394, 2.06302, -1.17857], [3.65043, 3.33729, -1.64023], [1.90431, 0.11136, 1.32066], [0.68034, -1.70628, 6.14709], [0.48013, -2.31431, 4.73893], [0.10704, -1.19211, 3.76059], [-1.30540, -0.65502, 3.98516], [-2.34553, -1.77559, 3.96460], [-2.01030, -2.97003, 4.87446], [-0.57527, -3.38506, 4.72625], [-0.46598, -4.02859, 3.72464], [-2.30320, -2.63786, 6.35346], [-2.97459, -4.11891, 4.55771], [1.85667, -2.90071, 4.40645], [1.66322, -1.24500, 6.21760], [-0.02517, -0.91498, 6.38745], [0.62620, -2.46965, 6.92512], [0.19057, -1.55094, 2.72916], [0.82106, -0.37288, 3.85725], [-1.36667, -0.10691, 4.92830], [-1.54199, 0.07111, 3.20518], [-3.32140, -1.37648, 4.24323], [-2.44395, -2.12711, 2.93182], [-1.96048, -3.43767, 7.01097], [-3.37422, -2.51999, 6.50840], [-1.85576, -1.70545, 6.68745], [-2.97628, -4.38396, 3.50093], [-3.99172, -3.82715, 4.80962], [-2.72959, -5.01274, 5.13440], [2.14402, -3.64402, 5.15345], [2.60642, -2.11316, 4.41081], [1.89959, -3.37377, 3.42646]], "forces_ev_per_a": [[-0.2, 0.6, 0.2], [0.3, 0.1, 0.6], [-0.3, -1.0, -1.0], [0.2, 0.4, 0.6], [0.5, -0.8, -0.2], [-0.3, 1.0, 0.2], [0.2, -0.1, -0.5], [-0.4, -0.5, 0.0], [1.5, 0.5, 0.0], [-1.3, -1.0, 0.2], [0.5, 0.2, -0.2], [-0.3, -0.2, -0.2], [0.0, -0.2, -0.2], [-0.2, -0.3, -0.1], [0.1, -0.1, -0.2], [0.2, -0.1, -0.1], [-0.1, -0.2, -0.1], [-0.1, 0.3, -0.1], [0.0, 0.2, 0.2], [0.0, 0.1, 0.0], [0.1, -0.2, -0.1], [-0.2, 0.2, -0.1], [-0.2, -0.1, 0.2], [0.2, 0.1, 0.0], [0.0, -0.2, 0.0], [0.1, 0.0, 0.2], [-0.1, -0.3, 0.0], [-0.1, 0.1, -0.1], [-0.2, 0.1, 0.1], [0.0, 0.2, 0.1], [-0.3, 0.0, -0.1], [0.0, -0.1, -0.1], [0.3, 0.4, 0.0], [-0.1, 0.2, 0.1], [0.0, 0.1, 0.2], [0.2, 0.0, 0.3], [-0.1, 0.0, 0.2], [0.1, 0.2, 0.0], [-0.5, 0.0, 0.3], [2.8, 1.2, 2.7], [-1.1, 0.0, -0.7], [0.0, -0.1, 0.2], [1.0, 0.5, -0.8], [-2.6, -0.3, 3.1], [-1.1, 3.1, -4.1], [0.7, -2.5, -0.1], [0.3, 0.4, 0.2], [0.5, -0.5, -0.6], [-0.2, -0.7, -0.6], [0.0, -0.1, -0.2], [-0.1, -0.1, 0.0], [0.0, 0.0, 0.0], [0.1, -0.2, 0.1], [0.2, -0.2, 0.1], [0.0, 0.0, 0.0], [0.1, 0.0, 0.0], [0.0, -0.3, 0.3], [0.1, -0.2, 0.1], [0.0, 0.0, 0.0], [0.0, -0.1, -0.2], [0.1, 0.0, 0.0], [0.1, 0.0, 0.0], [0.1, 0.2, 0.1], [0.0, 0.0, 0.0], [0.0, 0.0, 0.0], [-0.2, 0.1, 0.1], [-0.1, 0.0, 0.0]], "lowdin_charge": [-0.127, -0.191, -0.235, -0.166, -0.204, -0.224, -0.194, -0.208, -0.216, -0.280, -0.271, 0.694, -0.414, -0.448, 0.086, 0.083, 0.084, 0.106, 0.120, 0.108, 0.111, 0.108, 0.115, 0.106, 0.067, 0.108, 0.078, 0.105, 0.101, 0.085, 0.098, 0.083, 0.089, 0.018, 0.017, -0.069, -0.070, -0.095, -0.022, -0.441, -0.101, -0.146, -0.104, -0.449, 0.042, 0.197, -0.020, -0.025, -0.016, 0.099, 0.071, 0.098, 0.139, 0.143, 0.112, 0.136, 0.140, 0.136, 0.100, 0.097, 0.069, 0.091, 0.100, 0.101, 0.100, 0.106, 0.091], "homo_lumo_gap_ev": 1.8, "total_energy_ev": -35230.5842}



{"formula": "C19H42N", "method": "wB97M-V/def2-TZVPD", "symbols": ["C", "H", "C", "C", "C", "C", "C", "C", "C", "C", "C", "C", "C", "C", "C", "H", "H", "C", "C", "H", "H", "N", "C", "H", "H", "H", "C", "H", "H", "H", "C", "H", "H", "H", "H", "H", "H", "H", "H", "H", "H", "H", "H", "H", "H", "H", "H", "H", "H", "H", "H", "H", "H", "H", "H", "H", "H", "H", "H", "H", "H", "H"], "positions_angstrom": [[-2.18005, -9.37495, 1.32815], [-1.83251, -10.21983, 1.98625], [-2.00586, -8.11859, 1.83457], [-2.60502, -6.94882, 0.79044], [-2.61288, -5.50581, 1.18690], [-3.05404, -4.35328, 0.38706], [-3.14340, -2.85793, 1.04557], [-1.59037, -2.45793, 1.09595], [-1.67119, -0.97905, 1.60967], [-0.42821, -0.42757, 2.08788], [0.74881, -0.14161, 0.96292], [2.00679, 0.52380, 1.25161], [2.72316, 0.63307, 0.06485], [2.51201, 1.54260, -0.85818], [2.24527, 2.98795, -0.58394], [3.09735, 3.46363, 0.16230], [1.22429, 3.07781, 0.25374], [1.89991, 4.01656, -1.58966], [1.81587, 5.22370, -1.13941], [0.91642, 5.41832, -0.33489], [2.64717, 5.68880, -0.66447], [1.58095, 6.54767, -2.02711], [0.37558, 6.08965, -2.87321], [-0.53797, 6.04319, -2.13141], [0.63587, 5.07870, -3.72262], [0.04562, 6.82835, -3.61853], [1.09857, 7.73821, -1.52512], [2.29695, 7.87888, -0.86829], [1.06422, 8.61050, -2.12636], [0.35514, 7.63887, -0.74671], [2.74622, 6.49376, -3.09159], [3.55205, 6.74263, -2.63837], [2.49729, 7.33732, -3.73322], [2.66860, 5.68032, -3.71060], [1.01670, 3.62334, -2.18470], [2.97171, 3.81760, -2.22587], [3.24685, 1.47785, -1.84360], [1.49561, 1.27420, -1.11817], [3.12406, -0.33108, -0.19233], [3.95585, 1.11876, 0.72575], [2.19161, -0.15998, 2.25867], [1.73823, 1.63241, 2.02469], [0.74723, -0.98544, 0.39776], [-0.08708, 0.58772, 0.17273], [0.22196, -1.01516, 2.72613], [-0.64872, 0.41685, 2.62626], [-2.52044, -1.00230, 2.60865], [-2.37215, -0.44293, 0.96081], [-0.95795, -2.55797, 0.22277], [-1.03016, -2.91432, 1.99576], [-3.55189, -3.07767, 1.84766], [-3.50588, -2.42527, 0.20527], [-2.33642, -4.67258, -0.55082], [-4.10808, -4.73287, 0.15612], [-1.54752, -5.32465, 1.74188], [-3.01423, -5.41595, 2.52131], [-2.02227, -6.94493, -0.20136], [-3.58192, -7.03177, 0.59780], [-0.92538, -7.76746, 2.09315], [-2.73103, -7.91870, 3.02908], [-3.25511, -9.66565, 0.92289], [-1.60617, -9.46097, 0.41754]], "forces_ev_per_a": [[-1.9, -6.5, -2.5], [-0.4, 0.8, -0.5], [-1.6, 8.9, 4.3], [4.0, 0.0, 0.1], [4.2, 0.8, 9.8], [-1.0, -2.4, -2.2], [9.3, -4.2, -8.6], [-1.3, 1.6, 4.1], [-4.0, -2.5, 1.8], [4.6, 0.4, -1.6], [-8.6, 4.4, -0.8], [-4.7, 0.9, 8.9], [10.8, -2.6, 7.4], [-1.8, 5.2, -9.5], [-1.0, 2.1, 8.2], [-1.6, -1.2, -1.8], [2.8, -0.6, -2.1], [3.3, -10.3, -7.7], [-3.3, 12.3, 6.9], [1.9, -0.9, -1.7], [1.2, -0.7, 1.1], [-2.2, -7.3, -7.5], [-1.5, -2.2, -2.1], [1.8, -0.8, -1.6], [-1.0, 2.9, 3.4], [0.6, 0.3, 0.4], [6.4, 2.0, 5.8], [-3.6, 1.0, -0.9], [-0.3, 0.2, -1.1], [-0.3, -0.1, -0.2], [-6.6, 3.2, -0.8], [5.7, 0.9, 3.0], [0.1, 0.2, -0.2], [0.1, -2.3, -0.6], [1.1, 0.6, 0.5], [-2.9, 1.0, 0.5], [-1.9, -0.1, 2.4], [-0.7, -0.4, -1.8], [-0.2, -0.4, -0.9], [-2.4, -1.2, -1.9], [1.6, 1.4, -2.7], [0.9, -3.0, -2.9], [0.9, -2.7, -1.6], [2.6, -1.6, 1.6], [-0.9, -1.0, 0.8], [-0.1, 2.5, 1.2], [2.7, -0.2, -2.4], [1.0, 0.7, -0.4], [-0.5, -0.2, -0.5], [-1.0, -0.1, -1.6], [-4.2, -0.7, 7.7], [-2.1, 2.4, -1.5], [-1.9, 2.2, 1.3], [1.0, 1.1, -0.6], [-1.5, 0.0, -2.1], [-0.1, -0.4, -3.7], [-0.7, -0.6, 1.2], [-3.9, -1.9, -1.1], [-1.8, -0.9, -0.4], [2.3, -0.5, -3.6], [1.9, 0.8, 1.3], [0.5, -0.3, -0.5]], "nbo_charge": [-0.656, 0.226, -0.333, -0.417, -0.348, -0.414, -0.365, -0.412, -0.382, -0.410, -0.356, -0.413, -0.361, -0.440, -0.316, 0.208, 0.188, -0.511, -0.162, 0.219, 0.225, -0.246, -0.474, 0.246, 0.256, 0.235, -0.395, 0.184, 0.264, 0.257, -0.352, 0.210, 0.219, 0.237, 0.256, 0.227, 0.219, 0.231, 0.266, 0.094, 0.257, 0.192, 0.198, 0.109, 0.198, 0.205, 0.189, 0.216, 0.207, 0.203, 0.206, 0.217, 0.202, 0.195, 0.182, 0.136, 0.186, 0.191, 0.216, 0.166, 0.214, 0.212], "homo_lumo_gap_ev": 7.8, "total_charge": 1, "relative_energy_kj_mol": 2007.18, "total_energy_ev": -21848.3112}



no.,LUMO (Ha)
1,-0.175
2,-0.104